Formula: C3H17N2O4
Source: the OMol25 dataset
Level of theory: the ωB97M-V functional and the def2-TZVPD basis

Last column: Löwdin charge in e.
Element x y z (Å)
C1 1.033850 -2.126991 -1.263351  -0.03
C2 0.256594 -0.871743 -1.268982  -0.31
C3 -0.741733 -0.491743 -2.063797  -0.16
N1 -1.099878 -1.256305 -3.166922  0.07
N2 0.746449 0.070720 -0.201183  0.16
H1 0.734172 -2.909212 -0.584453  0.08
H2 2.067428 -1.910012 -0.931514  0.09
H3 1.139309 -2.488781 -2.302876  0.10
H4 -1.235186 0.479673 -2.005144  0.13
H5 -1.452624 -2.197168 -3.020803  0.10
H6 -1.906236 -0.866835 -3.636590  0.09
H7 0.266961 -0.301074 0.621647  0.14
H8 0.538943 1.119624 -0.407596  0.15
H9 1.756523 0.077365 -0.027779  0.12
H10 -3.306709 -0.330518 -0.035277  0.05
H11 -2.823739 -1.148933 1.098649  0.05
O1 -2.481665 -0.660882 0.339778  -0.05
H12 -0.734050 1.891686 3.582502  0.08
H13 -1.790080 2.577381 2.844818  0.09
O2 -0.821586 2.611497 2.938507  -0.02
H14 2.570248 1.081762 2.193903  0.05
H15 3.108922 -0.449659 2.248410  0.06
O3 2.399821 0.152882 2.016895  -0.05
H16 0.061417 2.371623 1.600786  0.00
H17 1.084293 3.204871 0.636826  0.08
O4 0.628564 2.370776 0.793548  -0.08

Atomic forces in eV per Å
C 1.39 0.05 -0.97
C 0.70 1.05 0.55
C 0.81 -0.15 -0.16
N -1.61 -0.40 -0.54
N -1.57 0.41 -1.83
H -0.67 -0.34 0.05
H -0.29 0.02 -0.27
H -0.26 -0.19 0.55
H 0.40 -0.14 0.21
H 0.83 -0.26 0.55
H 0.22 0.57 -0.25
H 0.37 1.04 0.45
H -0.19 -1.92 1.16
H -0.23 -0.52 0.10
H 0.13 0.17 -0.27
H 0.26 -0.14 0.09
O -0.44 -0.02 0.37
H 0.60 0.20 0.08
H 0.27 0.55 -0.37
O -1.09 -0.84 0.66
H 0.58 -0.23 0.24
H 0.40 0.56 0.35
O -0.86 -0.38 -0.56
H 0.20 0.71 -0.18
H -0.41 0.10 0.47
O 0.47 0.07 -0.49

Calculated values
Total charge: +1
E_LUMO in eV: -2.7906
Energy relative to the best compared isomer or geometry (same formula, charge and spin) in kcal per mole: 27.3
HOMO level in eV: -11.9030